# 1
DFT (ωB97M-V/def2-TZVPD) results for a molecular structure, C27H20BrClN4O6Os in a non-equilibrium geometry.

Results
- Charge: +2
- Multiplicity: 5
- Energy: -4835.48964 hartree
- ⟨S²⟩: 6.049
- Lowest unoccupied orbital energy (spin up / spin down): -0.25870 / -0.36229 hartree
- HOMO (spin up / spin down): -0.5201 / -0.5202 hartree

```
60
Properties=species:S:1:pos:R:3:forces:R:3:lowdin_spin:R:1
Os -1.071 -1.011 -0.739 0.7325 -1.4837 -0.0961 2.355
O 2.869 -0.829 -1.893 0.4599 -0.0738 -1.3348 0.224
C 2.851 -0.787 -3.213 -0.0339 0.0221 1.2193 0.185
C 4.082 -0.683 -3.896 0.7999 0.0616 -0.5201 0.132
C 4.122 -0.738 -5.267 0.4889 0.0922 0.6970 0.016
C 2.941 -0.876 -5.993 0.1898 0.0095 -0.2723 0.262
C 1.711 -0.925 -5.337 -0.6794 0.0069 1.2597 0.045
C 1.646 -0.864 -3.958 -1.2071 -0.1703 -0.5724 0.116
C 0.305 -0.910 -3.225 -0.9649 0.1331 -1.4125 0.023
O 0.399 -1.518 -1.994 -0.2344 -0.2267 1.4761 0.109
N -0.209 0.457 -3.017 1.1773 0.5503 -0.0804 0.055
N -1.271 0.465 -2.097 -0.4634 -0.6055 0.2052 0.169
C -1.167 1.279 -1.051 -0.0993 0.9036 -0.3341 -0.012
C -2.266 1.535 -0.126 -0.5855 0.3646 0.4396 0.010
Br -3.258 -0.120 0.276 0.5807 0.3812 -0.0555 0.038
C -2.560 2.670 0.515 0.0595 -0.5840 -0.2818 -0.017
C -3.704 2.835 1.422 -0.7135 0.0193 0.4096 -0.002
C -3.638 2.472 2.771 0.2399 0.0853 -0.4522 -0.001
C -4.741 2.640 3.585 -0.3838 0.1688 -0.0027 0.000
C -5.931 3.141 3.065 0.3317 0.0291 -0.1828 0.000
C -6.003 3.487 1.719 -0.1201 -0.0214 0.3161 0.000
C -4.895 3.363 0.907 0.4881 -0.3522 -0.0474 -0.001
H 1.983 -1.134 -1.574 -0.2982 0.0959 0.0431 0.003
H 4.978 -0.607 -3.302 0.1620 0.0173 0.0647 0.003
H 5.069 -0.689 -5.781 0.0934 -0.0053 -0.0172 -0.003
H 2.972 -0.954 -7.068 0.0221 0.0202 -0.1742 0.011
H 0.808 -1.023 -5.919 -0.1570 -0.0287 -0.0196 -0.001
H -0.404 -1.499 -3.849 0.2579 0.1901 0.1647 0.006
H -0.444 0.942 -3.878 -0.2435 -0.0675 0.1390 0.002
H -0.393 2.054 -1.061 0.2104 -0.3955 0.1168 0.000
H -1.959 3.552 0.323 0.2516 -0.0491 -0.1934 0.000
H -2.714 2.092 3.182 0.1174 -0.0808 0.0593 0.000
H -4.678 2.396 4.634 0.0283 -0.0753 0.1018 0.000
H -6.785 3.290 3.706 -0.1015 -0.0684 0.0621 0.000
H -6.927 3.854 1.304 -0.1101 0.1167 -0.0284 0.000
H -4.946 3.632 -0.137 -0.0630 0.0987 -0.1227 0.000
O 0.193 -5.777 2.734 -0.9258 -1.1429 -0.5546 0.000
C 0.951 -4.821 3.153 0.8503 0.9073 0.5689 0.000
O 1.708 -4.908 4.090 -0.5888 -0.5670 -0.4114 0.001
C 0.886 -3.501 2.435 0.0087 0.2116 -0.0218 0.002
C 1.695 -2.417 2.800 -0.4356 -0.9154 -0.0664 0.011
Cl 2.849 -2.490 4.032 0.0797 0.6148 -0.3375 0.006
N 1.375 -1.371 1.991 0.0660 -0.3772 0.3581 0.009
N 0.391 -1.740 1.150 -0.7599 0.3755 -1.0406 0.094
C 0.093 -3.014 1.388 0.4876 -0.1069 0.4466 0.011
C -0.948 -3.693 0.534 1.1602 -1.2142 2.0783 0.011
O -1.206 -4.866 0.724 -0.2787 0.5615 -0.5844 0.009
O -1.486 -2.937 -0.337 -0.7312 1.4871 -1.5001 0.090
C 1.907 -0.060 1.935 0.2904 0.9507 -0.1226 0.002
C 1.552 0.773 0.875 -0.1079 -0.3621 -0.0407 0.014
C 2.004 2.077 0.814 0.0523 -0.0201 0.0457 0.002
C 2.840 2.573 1.802 0.0263 -0.0168 0.0389 0.000
C 3.228 1.739 2.838 -0.0780 0.1120 -0.1541 0.000
C 2.770 0.435 2.907 -0.0891 -0.2763 0.1309 0.000
H -0.398 -5.579 1.948 0.5603 0.2069 0.5592 0.000
H 0.929 0.377 0.080 0.1718 0.1595 0.0922 0.007
H 1.720 2.709 -0.015 -0.0174 0.0650 -0.1077 0.000
H 3.191 3.592 1.757 0.0398 0.0800 0.0017 0.000
H 3.890 2.102 3.610 0.0422 0.0170 0.0387 0.000
H 3.094 -0.193 3.719 -0.0560 0.1717 0.0093 0.000
```
Positions in Å, forces in eV/Å.

# 2
DFT (ωB97M-V/def2-TZVPD) results for a molecular structure, C27H20BrIN6S4Zn.

Results
- Energy: -7613.28321 hartree
- Lowest unoccupied orbital energy: -0.02689 hartree
- HOMO: -0.2846 hartree

```
60
Properties=species:S:1:pos:R:3:forces:R:3:mulliken_charge:R:1
Zn 0.242 -0.197 0.081 -0.1871 0.0859 0.3739 0.368
N -3.819 -1.250 0.959 0.0274 -0.0457 -0.0197 -0.383
C -2.655 -0.720 0.541 0.0280 0.0597 -0.0381 0.502
S -1.476 -1.833 -0.085 0.5207 0.1990 -0.0945 -0.416
N -2.564 0.592 0.640 -0.3768 0.1379 0.1863 -0.988
N -1.377 1.074 0.246 0.2294 0.0699 -0.0781 0.751
C -1.184 2.331 0.074 -0.2268 -0.1912 0.0665 0.301
C -2.208 3.364 0.357 -0.0242 0.0394 0.0331 -0.042
C -2.663 4.217 -0.644 0.0312 -0.0482 -0.0123 0.017
C -3.627 5.173 -0.362 -0.0225 0.0348 -0.0136 -0.739
C -4.134 5.290 0.923 0.0057 -0.0141 0.0039 -0.370
C -3.681 4.443 1.925 0.0077 -0.0105 0.0278 -0.725
C -2.727 3.478 1.644 0.0198 0.0184 -0.0262 -0.126
C 0.148 2.689 -0.454 0.2262 0.1530 -0.0496 0.244
C 0.576 4.012 -0.504 -0.0661 -0.0704 0.0333 -0.457
C 1.828 4.301 -1.017 0.0451 -0.0394 -0.0233 -0.624
C 2.615 3.268 -1.496 -0.0041 0.0380 0.0076 -0.743
C 2.122 1.977 -1.413 0.0018 0.0127 -0.0470 -0.433
N 0.934 1.684 -0.888 -0.1009 -0.2338 0.0194 -0.297
H -4.002 -2.224 0.806 -0.0299 -0.0003 0.0339 0.200
H -4.556 -0.632 1.253 0.0030 0.0090 -0.0280 0.234
H -2.269 4.123 -1.649 0.0030 0.0104 0.0019 0.493
H -3.982 5.827 -1.148 0.0017 -0.0057 -0.0017 0.386
H -4.884 6.038 1.146 0.0043 0.0061 -0.0086 0.398
H -4.072 4.530 2.931 -0.0109 0.0059 -0.0089 0.387
H -2.381 2.807 2.418 -0.0041 -0.0060 0.0000 0.438
H -0.071 4.792 -0.130 0.0133 0.0087 0.0078 0.497
H 2.184 5.323 -1.046 -0.0130 0.0064 0.0012 0.457
H 3.593 3.442 -1.920 -0.0038 -0.0089 -0.0099 0.474
H 2.704 1.146 -1.784 0.0111 -0.0064 0.0151 0.849
Br 2.513 -7.126 -1.101 -0.0343 0.0107 0.0575 -0.188
C 1.599 -6.404 0.391 -0.0194 0.0378 -0.0600 0.302
C 1.291 -7.263 1.436 0.0058 -0.0204 0.0127 -0.412
C 0.626 -6.786 2.553 0.0101 -0.0189 -0.0179 -0.442
C 0.271 -5.448 2.629 -0.0012 0.0081 0.0206 -0.705
C 0.577 -4.588 1.587 -0.0172 0.0845 0.0250 0.032
C 1.235 -5.063 0.461 0.1642 0.0312 -0.2151 -0.147
I 1.689 -3.715 -1.082 -0.1184 -0.1716 0.1609 0.160
H 1.580 -8.302 1.367 -0.0072 0.0002 -0.0020 0.379
H 0.391 -7.465 3.361 0.0002 0.0138 0.0104 0.361
H -0.239 -5.063 3.502 -0.0067 -0.0054 -0.0037 0.390
H 0.304 -3.544 1.647 -0.0105 0.0234 -0.0164 0.235
S 6.282 0.083 -1.250 0.0848 -0.0682 -0.1630 -0.326
C 5.143 0.190 -0.070 -0.2578 0.1359 0.1620 0.070
S 3.626 -0.690 -0.070 0.2066 0.1056 0.3623 -0.076
C 3.083 0.217 1.344 0.3738 -0.2003 -0.3997 0.300
N 3.979 1.019 1.790 -0.1001 0.2096 0.2016 -0.874
N 5.128 0.980 1.036 0.0275 -0.2190 -0.1869 0.728
C 6.154 1.901 1.404 0.0201 0.1705 0.0785 0.259
C 5.783 3.196 1.742 -0.0418 -0.0571 -0.0338 -0.250
C 6.753 4.109 2.121 0.0001 -0.0022 -0.0085 -0.638
C 8.087 3.729 2.162 -0.0033 0.0220 0.0079 -0.435
C 8.446 2.430 1.833 0.0135 0.0200 0.0040 -0.595
C 7.482 1.508 1.457 -0.0098 -0.0657 -0.0084 -0.430
S 1.525 -0.004 2.049 -0.3736 -0.2530 -0.3280 -0.349
H 4.736 3.465 1.719 0.0067 0.0193 0.0076 0.485
H 6.465 5.118 2.385 0.0020 -0.0022 0.0037 0.354
H 8.844 4.444 2.458 0.0071 -0.0115 -0.0030 0.377
H 9.483 2.127 1.875 -0.0031 -0.0063 -0.0032 0.364
H 7.759 0.496 1.205 -0.0270 -0.0049 -0.0174 0.420
```
Positions in Å, forces in eV/Å.

# 3
DFT (ωB97M-V/def2-TZVPD) results for a molecular structure, C27H20Cl5CoN3O7.

Results
- Charge: -2
- Multiplicity: 2
- Energy: -5415.75762 hartree
- ⟨S²⟩: 0.770
- Lowest unoccupied orbital energy (spin up / spin down): 0.15224 / 0.15225 hartree
- HOMO (spin up / spin down): -0.1048 / -0.1054 hartree

```
63
Properties=species:S:1:pos:R:3:forces:R:3:lowdin_spin:R:1
Co 0.203 -0.571 2.252 -0.6760 0.0438 0.5501 0.993
O -1.297 1.867 1.913 -0.0808 0.4888 0.6097 0.004
C -0.335 2.898 1.967 -0.0612 -0.3696 -0.0204 0.000
C 0.476 2.709 3.223 0.1509 -0.2182 0.1275 0.000
N 1.241 1.453 3.230 -0.4732 -0.1094 -0.3173 0.000
C 1.337 0.895 4.579 0.0097 0.0862 -0.0056 0.000
C -0.011 0.309 5.015 -0.0372 0.3398 0.1776 0.001
O -0.460 0.589 6.137 0.1609 -0.3208 -0.5458 0.001
O -0.550 -0.424 4.121 0.0197 -0.1836 -0.1926 0.007
C 2.549 1.574 2.610 0.0062 -0.0478 -0.1042 0.000
C 3.107 0.214 2.141 -0.0016 -0.1010 -0.0883 0.003
O 4.338 0.140 1.982 -0.4701 0.0147 0.0318 0.002
O 2.233 -0.678 1.937 0.6200 -0.1237 0.0119 0.025
H -1.611 1.853 0.994 0.2438 -0.4236 -0.2367 0.000
H -0.826 3.879 2.000 0.0558 0.1459 0.0309 0.000
H 0.312 2.879 1.081 -0.0198 -0.0531 -0.0549 0.000
H -0.228 2.691 4.056 0.0359 -0.0425 0.1047 0.000
H 1.150 3.566 3.361 0.0332 0.0862 0.0961 0.000
H 1.682 1.640 5.305 -0.0007 0.0685 0.0247 0.000
H 2.055 0.074 4.557 0.0500 -0.0318 -0.0452 0.000
H 3.288 2.031 3.277 0.0136 0.1357 0.0973 0.000
H 2.460 2.207 1.723 0.0243 0.0006 -0.0453 0.000
Cl -2.428 -2.310 0.675 0.0829 0.1085 0.0038 0.001
C -1.215 -3.233 1.535 -0.1317 0.1504 0.2071 -0.003
C -0.274 -2.558 2.308 0.6642 0.3456 -0.1485 -0.029
C 0.534 -3.402 3.091 -0.1627 -0.1440 -0.1847 -0.004
Cl 1.714 -2.743 4.182 -0.0826 0.1071 -0.0561 -0.002
C 0.452 -4.799 3.047 -0.0249 0.2263 -0.0250 -0.001
Cl 1.469 -5.792 4.041 -0.0067 -0.0059 -0.0313 -0.001
C -0.457 -5.413 2.192 0.0023 0.0430 0.0202 0.001
Cl -0.545 -7.143 2.095 -0.0224 0.0424 -0.0147 0.000
C -1.310 -4.618 1.438 -0.0112 -0.0562 0.0222 -0.001
Cl -2.480 -5.370 0.398 0.0295 -0.0232 0.0250 0.000
O 1.180 -2.378 -0.345 -0.2654 0.0640 -0.0318 0.000
C 0.636 -1.376 -0.745 0.0481 0.1043 0.0304 0.000
N 0.537 -1.073 -2.108 0.0913 0.1920 -0.0225 0.000
C -0.261 0.097 -2.338 -0.0597 0.0861 0.2342 0.000
C -0.527 0.513 -0.845 -0.0911 0.0740 0.2861 0.001
O -1.190 1.534 -0.609 0.0664 -0.3325 -0.6046 0.000
N 0.032 -0.352 0.007 0.2246 -0.2289 -0.0853 0.002
C 0.505 1.239 -3.011 -0.0376 -0.0412 0.0784 0.000
C -0.162 2.413 -3.363 0.0390 0.0447 -0.0168 0.000
C 0.534 3.485 -3.902 0.0035 -0.0507 -0.0108 0.000
C 1.908 3.403 -4.102 -0.0275 -0.0777 0.0314 0.000
C 2.577 2.238 -3.756 -0.0462 -0.0128 -0.0159 0.000
C 1.879 1.164 -3.208 0.0175 -0.0056 -0.0157 0.000
C -1.565 -0.233 -3.069 0.1049 0.1057 -0.0396 0.000
C -1.579 -0.278 -4.463 -0.0272 -0.0583 -0.0047 0.000
C -2.731 -0.629 -5.157 0.0625 -0.0166 0.0425 0.000
C -3.892 -0.939 -4.461 0.0167 0.0235 0.0457 0.000
C -3.889 -0.895 -3.073 0.0499 -0.0100 -0.0056 0.000
C -2.735 -0.544 -2.382 -0.0654 0.0197 -0.0145 0.000
H 0.626 -1.815 -2.779 -0.0533 -0.0962 0.0263 0.000
H -1.229 2.486 -3.191 0.0263 -0.0092 0.0099 0.000
H 0.003 4.394 -4.166 0.0028 -0.0349 0.0338 0.000
H 2.453 4.245 -4.514 -0.0160 -0.0238 -0.0085 0.000
H 3.649 2.162 -3.906 -0.0633 -0.0030 0.0485 0.000
H 2.402 0.263 -2.910 -0.0240 0.0535 -0.0019 0.000
H -0.675 -0.028 -5.009 -0.0487 0.0103 0.0101 0.000
H -2.721 -0.661 -6.241 0.0111 0.0087 0.0409 0.000
H -4.795 -1.210 -4.998 0.0320 0.0037 0.0227 0.000
H -4.789 -1.137 -2.518 0.0596 0.0180 -0.0255 0.000
H -2.750 -0.504 -1.300 0.0291 0.0143 -0.0613 0.000
```
Positions in Å, forces in eV/Å.

# 4
DFT (ωB97M-V/def2-TZVPD) results for a molecular structure, C27H20ClF3N2NiS5Sb.

Results
- Charge: -1
- Energy: -5649.77871 hartree
- Lowest unoccupied orbital energy: 0.07719 hartree
- HOMO: -0.1377 hartree

```
60
Properties=species:S:1:pos:R:3:forces:R:3:mulliken_charge:R:1
Ni -2.231 1.549 -1.734 -0.1861 -0.3844 -0.4048 -0.146
S -7.996 1.227 -5.966 0.0438 -0.0168 0.0240 -0.337
C -6.649 1.295 -4.996 -0.0637 0.0478 -0.0335 0.113
S -5.118 1.877 -5.520 -0.0319 -0.0103 -0.0680 -0.138
C -4.238 1.657 -4.031 0.0926 0.0625 -0.0358 0.152
C -4.951 1.150 -3.007 -0.0788 -0.0559 0.0975 0.099
S -4.280 0.838 -1.427 0.0901 0.2267 0.0238 -0.280
S -6.628 0.812 -3.347 -0.0379 -0.0323 -0.0016 -0.121
S -2.558 2.084 -3.907 -0.0482 -0.1367 -0.0005 -0.530
F 4.750 -4.524 4.163 0.0027 0.0010 0.0015 -0.341
C 3.955 -3.774 3.365 -0.0035 0.0109 -0.0087 0.439
C 2.746 -4.295 2.952 0.0148 0.0135 0.0022 -0.683
C 1.938 -3.516 2.133 -0.0114 -0.0553 -0.0277 -0.359
C 2.323 -2.237 1.738 -0.0247 -0.0200 -0.0073 -0.083
C 3.552 -1.753 2.179 -0.0010 0.0089 0.0480 -0.191
C 4.379 -2.514 2.996 -0.0141 -0.0245 0.0062 -0.693
Sb 1.116 -1.079 0.374 0.1108 -0.0187 0.0604 1.034
C -0.760 -1.582 1.249 -0.0649 0.0452 -0.0254 -0.093
C -1.882 -1.576 0.419 -0.0007 0.0700 0.0049 -0.368
C -3.155 -1.810 0.921 -0.0174 -0.0198 0.0533 -0.818
C -3.278 -2.069 2.270 0.0146 -0.0013 -0.0096 0.473
F -4.504 -2.306 2.783 -0.0071 0.0000 -0.0015 -0.357
C -2.195 -2.090 3.129 -0.0099 0.0006 -0.0152 -0.743
C -0.934 -1.840 2.607 0.0338 -0.0379 0.0232 -0.196
C 1.493 0.762 1.410 0.0314 0.0742 -0.0885 0.315
C 0.711 1.261 2.447 -0.0219 -0.0532 0.0424 -0.322
C 1.016 2.467 3.061 0.0120 0.0135 -0.0079 -0.611
C 2.121 3.167 2.623 0.0050 -0.0004 -0.0092 0.324
F 2.427 4.343 3.216 -0.0040 -0.0147 -0.0048 -0.362
C 2.919 2.717 1.593 -0.0144 0.0100 0.0242 -0.732
C 2.587 1.513 0.986 -0.0004 0.0067 -0.0431 -0.652
H 2.451 -5.286 3.269 -0.0025 -0.0002 -0.0016 0.422
H 0.984 -3.920 1.813 0.0052 0.0050 -0.0068 0.450
H 3.876 -0.756 1.905 -0.0040 0.0016 -0.0090 0.284
H 5.331 -2.142 3.349 0.0007 0.0011 0.0000 0.428
H -1.793 -1.335 -0.635 0.0100 -0.0030 -0.0023 0.287
H -4.027 -1.756 0.284 0.0114 0.0049 -0.0027 0.482
H -2.349 -2.290 4.181 0.0028 -0.0006 0.0007 0.425
H -0.079 -1.848 3.274 -0.0048 0.0051 -0.0021 0.552
H -0.166 0.719 2.779 -0.0097 -0.0036 -0.0118 0.281
H 0.399 2.874 3.850 -0.0002 -0.0014 0.0030 0.420
H 3.767 3.308 1.270 -0.0013 -0.0012 -0.0023 0.432
H 3.192 1.170 0.152 -0.0044 -0.0050 0.0054 0.569
N 3.277 0.554 -4.189 0.0236 -0.0076 -0.0255 -0.569
C 2.082 0.775 -3.531 0.0147 0.0187 -0.0016 1.056
C 1.018 -0.121 -3.645 0.0285 0.0291 0.0646 -0.846
C -0.140 0.130 -2.948 -0.0143 -0.0031 0.0334 -0.623
N -0.309 1.193 -2.147 -0.0192 0.2771 -0.2562 0.701
C 0.707 2.052 -2.042 0.1109 -0.1070 0.1326 -0.702
C 1.910 1.880 -2.698 -0.0255 -0.0429 0.0246 -0.632
H 3.232 -0.055 -4.989 -0.0054 -0.0059 0.0064 0.223
H 3.856 1.363 -4.338 -0.0064 0.0045 0.0115 0.226
H 1.089 -0.995 -4.279 0.0043 -0.0108 0.0062 0.350
H -0.997 -0.526 -3.033 0.0241 -0.0023 -0.0523 0.458
H 0.538 2.899 -1.390 0.0044 0.0082 -0.0612 0.340
H 2.699 2.611 -2.572 0.0024 0.0015 -0.0009 0.340
Cl -1.369 3.404 0.219 -0.0386 0.1162 0.2781 -0.283
C -1.940 1.667 0.118 0.0093 0.0019 0.1492 0.084
H -2.798 1.594 0.783 0.0193 0.0337 0.0303 0.599
H -1.115 1.082 0.512 0.0554 -0.0232 0.0715 -0.548
```
Positions in Å, forces in eV/Å.